# 1
Here is a 9-piece molecular cluster, C44H65BrN4O16P overall from the OMol25 dataset. Energies are from wB97M-V/def2-TZVPD.

Atoms and positions in Å:
C  -6.9175  3.6329  2.9799
C  -6.1075  2.2345  2.9333
C  -6.3656  1.3408  1.6719
C  -5.5818  0.0101  1.5771
C  -4.5790  -0.4254  2.7051
C  -3.8170  -1.8283  2.4190
C  -2.7844  -1.5368  1.2360
N  -1.7404  -0.5964  1.5833
C  -1.0320  -0.5359  0.2885
N  0.0402  0.2323  0.0796
P  1.0450  0.4058  -1.3593
C  2.5129  -0.7594  -1.1407
C  1.5679  2.2092  -1.5432
N  -1.6292  -1.3844  -0.6859
Br  -1.3673  -1.8016  -2.4625
N  -2.7199  -2.0213  -0.1165
C  -4.3229  0.4437  3.9654
C  -5.1395  1.8062  4.0635
H  -7.1408  3.9336  4.0611
H  -6.3109  4.4424  2.4207
H  -7.9037  3.5458  2.3862
H  -7.0817  1.6610  0.8318
H  -5.7531  -0.6224  0.6295
H  -4.5406  -2.6431  2.0847
H  -3.2527  -2.1534  3.3686
H  0.3204  0.8139  0.8975
H  2.1072  -1.8193  -0.9132
H  3.1867  -0.4944  -0.2399
H  3.1428  -0.8520  -2.1037
H  1.4153  2.5977  -2.6210
H  0.9542  2.9358  -0.8829
H  2.6667  2.4217  -1.2906
H  -3.3747  -2.6788  -0.5572
H  -3.5814  0.1232  4.7648
H  -4.9660  2.4390  5.0017
O  6.4495  -1.7137  -3.4259
C  5.8718  -2.6990  -3.0419
O  4.8334  -2.6751  -2.1578
C  4.4555  -4.0193  -1.8365
C  4.9590  -4.8585  -2.9870
C  6.2039  -4.1161  -3.4165
H  4.9213  -4.2951  -0.8848
H  3.3704  -4.0806  -1.7296
H  5.1424  -5.8988  -2.7124
H  4.2285  -4.8482  -3.8001
H  7.0829  -4.4367  -2.8543
H  6.3762  -4.2092  -4.4879
O  -0.9490  -2.9056  -5.6815
C  -1.8552  -2.3130  -6.2146
O  -1.8248  -0.9869  -6.5116
C  -3.0986  -0.5877  -7.0351
C  -3.7324  -1.8580  -7.5504
C  -3.1838  -2.9038  -6.6028
H  -3.6796  -0.1308  -6.2286
H  -2.9564  0.1481  -7.8283
H  -4.8223  -1.8161  -7.5748
H  -3.3803  -2.0628  -8.5665
H  -3.8026  -3.0077  -5.7081
H  -3.0558  -3.8668  -7.0967
O  -7.5023  7.0735  4.9498
C  -7.9829  6.5038  5.8945
O  -7.5479  5.2990  6.3578
C  -8.4069  4.8607  7.4179
C  -9.0643  6.1160  7.9423
C  -9.1612  6.9774  6.7007
H  -9.1324  4.1513  7.0083
H  -7.8157  4.3580  8.1854
H  -10.0259  5.9295  8.4231
H  -8.4096  6.5996  8.6741
H  -10.0782  6.7820  6.1399
H  -9.0734  8.0372  6.9385
O  8.7012  -6.0172  -1.7082
C  8.5401  -5.2632  -0.7840
O  8.3996  -3.9152  -0.9181
C  8.3368  -3.3144  0.3810
C  7.8988  -4.4214  1.3114
C  8.5101  -5.6486  0.6698
H  9.3279  -2.9266  0.6338
H  7.6259  -2.4861  0.3682
H  8.2120  -4.2642  2.3449
H  6.8071  -4.5061  1.2991
H  9.5325  -5.8219  1.0135
H  7.8951  -6.5342  0.8285
O  -3.6371  1.8879  -9.9814
C  -2.4815  1.7426  -10.2875
O  -1.5963  2.7654  -10.4266
C  -0.3468  2.2515  -10.9028
C  -0.3498  0.7882  -10.5265
C  -1.8186  0.4323  -10.6141
H  -0.2972  2.4026  -11.9851
H  0.4760  2.7927  -10.4326
H  0.2889  0.1773  -11.1666
H  -0.0044  0.6698  -9.4943
H  -2.1044  0.1294  -11.6242
H  -2.0892  -0.3361  -9.8900
O  -1.2537  3.1037  9.3911
C  -1.2186  2.8369  8.2182
O  -0.4136  1.8803  7.6773
C  -0.5424  1.9013  6.2515
C  -1.8780  2.5540  5.9825
C  -2.0055  3.5258  7.1367
H  0.2917  2.4734  5.8343
H  -0.5000  0.8817  5.8639
H  -1.9346  3.0275  5.0007
H  -2.6766  1.8075  6.0403
H  -1.5376  4.4874  6.9134
H  -3.0449  3.6630  7.4342
O  4.9556  3.5865  10.6108
C  3.8737  3.0619  10.6699
O  2.9438  3.1213  9.6784
C  1.7365  2.4863  10.1197
C  2.1607  1.5565  11.2323
C  3.3323  2.2941  11.8458
H  1.0427  3.2573  10.4646
H  1.2806  1.9476  9.2894
H  1.3593  1.3391  11.9404
H  2.5054  0.6065  10.8110
H  3.0115  3.0003  12.6152
H  4.0784  1.6055  12.2419
O  4.4777  -4.6350  -6.0149
C  4.9605  -4.0595  -6.9579
O  5.8073  -4.6388  -7.8488
C  6.2757  -3.6490  -8.7724
C  5.2442  -2.5461  -8.7297
C  4.7609  -2.6074  -7.2964
H  7.2629  -3.3081  -8.4472
H  6.3639  -4.0880  -9.7676
H  5.6432  -1.5720  -9.0174
H  4.4174  -2.7850  -9.4063
H  5.3785  -1.9983  -6.6313
H  3.7113  -2.3256  -7.2132

Kohn-Sham gap   7.6 eV
Multiplicity   1
Total charge   +1

=====

# 2
Here is a 3-piece molecular cluster, C44H65F9NO18P3S overall from the OMol25 dataset. Energies are from wB97M-V/def2-TZVPD.

Atoms and positions in Å:
C  9.2497  0.9623  4.5929
O  8.0680  1.0098  3.7327
C  7.7539  -0.3621  3.3349
C  7.0658  -0.2589  1.8570
C  5.4694  -0.2932  2.1011
C  4.6634  0.5743  0.9797
C  3.6595  -0.4435  0.2359
C  2.3413  -0.8085  1.0782
C  0.9827  -0.1370  0.4670
C  0.6552  -0.9198  -0.8929
C  -0.7515  -0.5279  -1.5768
C  -1.9122  -0.1901  -0.5345
C  -2.4810  1.2511  -0.4360
C  -3.5815  1.6194  0.6052
P  -4.0931  3.4742  0.6003
C  -2.8192  4.5142  -0.3469
O  -5.5368  3.5283  -0.3421
C  -4.2175  0.5752  1.6058
S  -5.5008  0.9992  2.8407
O  -6.6784  0.0363  2.8684
O  -6.0960  2.3690  2.7446
C  -4.7147  0.9059  4.5649
F  -5.7661  1.3271  5.4497
F  -4.3883  -0.4140  4.9551
C  -3.5140  1.9568  4.7773
F  -3.3837  2.9223  3.7525
F  -3.7969  2.6929  5.9791
C  -2.0635  1.2801  4.9689
F  -2.0031  0.8050  6.2988
F  -1.7936  0.2717  3.9888
C  -0.8614  2.3617  4.8083
F  0.3153  1.8767  5.4427
F  -1.1489  3.6057  5.4008
F  -0.5527  2.6215  3.4394
C  -3.6266  -0.8847  1.4905
C  -2.5007  -1.2330  0.4456
C  -1.8957  -2.7325  0.4139
O  -1.6280  -3.3338  -0.6511
C  -1.7196  -3.3830  1.8785
C  -0.4993  -4.2781  2.2232
O  0.4646  -4.5086  1.1988
N  1.5797  -5.1595  1.6660
O  2.4437  -4.3971  1.9503
C  -0.4218  -4.8260  3.6780
C  -1.5048  -4.5161  4.7593
O  -1.4774  -4.9731  6.0985
C  -0.5630  -6.0830  6.2934
C  -1.0947  -7.4880  5.6810
C  -2.7094  -7.5106  5.5981
O  -0.4396  -7.8696  4.4506
C  -2.7190  -3.5882  4.3686
C  -2.8348  -3.0360  2.9365
C  -4.0527  -2.1117  2.4103
O  -5.2073  -2.4609  2.7192
H  9.2703  -0.0166  5.1938
H  10.2027  1.0453  3.9676
H  9.1547  1.8345  5.3409
H  8.6830  -1.0269  3.3439
H  6.9461  -0.7736  4.0304
H  7.4240  0.6743  1.2972
H  7.4211  -1.1668  1.2433
H  5.1885  0.1428  3.1267
H  5.1459  -1.3996  2.0446
H  4.1537  1.4963  1.4171
H  5.4543  0.9114  0.2153
H  3.4167  -0.0400  -0.8147
H  4.2586  -1.4202  0.0765
H  2.1880  -1.9492  0.9683
H  2.4357  -0.6048  2.2004
H  1.1952  0.9802  0.2649
H  0.1927  -0.2730  1.2906
H  0.6878  -2.0558  -0.7265
H  1.4790  -0.6695  -1.6629
H  -1.1131  -1.4039  -2.2100
H  -0.5769  0.4305  -2.1993
H  -2.0160  2.0330  -1.1425
H  -3.1639  5.6016  -0.5019
H  -1.7944  4.5557  0.1713
H  -2.6119  4.1100  -1.4134
H  -5.6355  2.6194  -0.7154
H  0.4835  -5.4906  3.9186
H  0.5252  -5.8522  5.9887
H  -0.5169  -6.2562  7.4364
H  -0.8203  -8.3009  6.4601
H  -3.1353  -8.5484  5.3967
H  -2.9950  -6.8312  4.7227
H  -3.0858  -7.0757  6.5942
H  -1.1133  -7.9625  3.7305
H  -3.5112  -3.3582  5.1656
O  -4.6911  7.4024  -5.4226
P  -3.9756  8.5770  -4.7480
O  -2.5415  7.7951  -4.4644
C  -1.6988  7.4998  -5.5661
C  -1.0947  8.7549  -6.1677
O  -4.6571  8.3747  -3.2488
C  -5.8643  7.6267  -3.1051
C  -5.5800  6.1481  -2.8949
O  -3.2499  9.9816  -4.0742
C  -3.3275  11.1877  -4.8278
C  -4.7131  11.4732  -5.3733
H  -2.2493  6.9327  -6.3232
H  -0.8962  6.8590  -5.1924
H  -1.8591  9.3253  -6.7066
H  -0.3043  8.5067  -6.8791
H  -0.6820  9.4025  -5.3910
H  -6.5174  7.7947  -3.9637
H  -6.3900  8.0167  -2.2296
H  -4.8235  5.7609  -3.5838
H  -6.4921  5.5599  -3.0157
H  -5.1913  5.9744  -1.8885
H  -2.5986  11.1561  -5.6413
H  -3.0275  12.0014  -4.1618
H  -5.0443  10.6845  -6.0583
H  -4.7177  12.4176  -5.9231
H  -5.4444  11.5321  -4.5637
O  3.4909  -6.3623  -2.5516
P  3.4411  -5.3270  -3.6796
O  5.0312  -5.4513  -4.1298
C  5.4592  -6.6274  -4.7971
C  4.8762  -6.7280  -6.1942
O  3.5729  -3.9875  -2.7088
C  3.2644  -4.0785  -1.3195
C  4.4838  -4.4756  -0.5020
O  3.2481  -4.2031  -4.9653
C  2.1752  -4.4242  -5.8756
C  0.8572  -4.7367  -5.1942
H  5.2050  -7.5125  -4.2057
H  6.5487  -6.5778  -4.8656
H  3.8065  -6.9590  -6.1452
H  5.3607  -7.5237  -6.7640
H  4.9889  -5.7857  -6.7349
H  2.4306  -4.7665  -1.1624
H  2.9230  -3.0914  -0.9940
H  5.0434  -5.3018  -0.9498
H  4.1922  -4.7635  0.5089
H  5.1830  -3.6376  -0.4326
H  2.4442  -5.2261  -6.5674
H  2.0666  -3.5128  -6.4702
H  0.9219  -5.6540  -4.5980
H  0.0687  -4.8759  -5.9379
H  0.5676  -3.9276  -4.5194

Kohn-Sham gap   6.7 eV
Multiplicity   1
Total charge   0

=====

What did we get for E? Answer: -6053.4390; -5444.9869 Ha, in the order shown.
What did we get for M? Answer: 1016.89; 1191.96 g/mol, in the order shown.
What did we get for strongest force on any atom? Answer: 0.1403; 0.1790 Eh/bohr, in the order shown.